Molecular formula: C14H21N8OPSe4W
Method: DFT, ωB97M-V/def2-TZVPD

Geometry as XYZ:
```
50
Properties=species:S:1:pos:R:3:lowdin_charge:R:1
W 0.49 -0.49 0.24 1.13
C -1.11 -3.86 -3.67 0.01
N -0.60 -2.59 -3.16 -0.11
C -0.09 -1.58 -3.94 -0.02
C 0.29 -0.58 -3.11 -0.12
N -0.01 -0.98 -1.82 -0.22
C -0.56 -2.21 -1.88 -0.37
P -0.77 -2.66 0.11 0.98
C -0.66 -2.07 2.17 -0.37
N -0.02 -0.88 2.25 -0.24
C 0.23 -0.62 3.58 -0.13
C -0.26 -1.65 4.31 -0.02
N -0.79 -2.55 3.41 -0.11
C -1.44 -3.81 3.75 0.00
C -2.15 -1.46 0.09 -0.52
N -1.76 -0.20 0.29 -0.12
C -2.88 0.58 0.29 -0.09
C -3.96 -0.23 0.11 -0.01
N -3.48 -1.51 -0.03 -0.08
C -4.28 -2.71 -0.25 0.02
H -0.63 -4.07 -4.62 0.10
H -0.89 -4.66 -2.97 0.09
H -2.18 -3.81 -3.83 0.10
H -0.03 -1.65 -5.01 0.14
H 0.74 0.37 -3.33 0.12
H 0.70 0.29 3.92 0.11
H -0.27 -1.81 5.37 0.14
H -0.85 -4.35 4.48 0.10
H -2.43 -3.62 4.17 0.10
H -1.54 -4.41 2.85 0.09
H -2.86 1.65 0.45 0.11
H -5.01 0.01 0.05 0.14
H -5.26 -2.43 -0.61 0.10
H -3.80 -3.35 -0.99 0.09
H -4.39 -3.27 0.68 0.10
Se 2.82 -0.46 -0.83 0.37
Se 2.88 0.14 1.45 0.25
Se 2.32 2.42 1.49 0.28
Se 0.01 2.18 1.23 0.62
N 3.65 -3.64 1.69 0.21
C 2.45 -3.53 1.11 -0.62
N 1.89 -4.63 0.59 0.20
O 1.87 -2.41 1.07 -0.34
H 4.16 -4.51 1.71 0.13
H 4.10 -2.83 2.07 0.11
H 2.35 -5.52 0.59 0.13
H 0.96 -4.56 0.20 0.05
C 0.18 1.49 -0.62 -0.65
H 0.94 2.09 -1.10 0.00
H -0.77 1.70 -1.13 0.02
```

## Properties
**Total charge**: +2
**2S+1**: 1
**Energy relative to the best compared isomer or geometry (same formula, charge and spin)**: 47.7 kcal per mole
**Highest occupied orbital energy**: -13.66 eV
**Energy**: -11073.06327 Eh
**F_max**: 2.826 eV/Å